No. 1
C12H19Cl2FMoN2O2Si as an isolated structure, computed with the ωB97M-V functional and the def2-TZVPD basis.

Element x y z (Å)
Mo1 -0.04 -0.42 -1.30
N1 1.35 -0.37 0.62
C1 2.75 -0.65 0.22
C2 2.73 -1.35 -1.16
O1 3.66 -1.84 -1.70
O2 1.49 -1.27 -1.62
H1 1.34 0.46 1.21
H2 1.03 -1.14 1.22
H3 3.29 -1.28 0.93
H4 3.30 0.29 0.10
C3 -1.74 1.95 -3.97
Si1 -2.17 0.51 -2.81
C4 -1.06 -0.99 -3.43
C5 -3.93 -0.17 -2.58
N2 -1.43 0.79 -1.12
C6 -2.01 1.80 -0.38
C7 -2.97 2.72 -0.82
C8 -3.39 3.76 -0.02
C9 -2.89 3.91 1.27
C10 -1.98 2.99 1.77
C11 -1.57 1.98 0.94
F1 -0.69 1.03 1.39
H5 -1.91 1.66 -5.00
H6 -0.69 2.24 -3.88
H7 -2.34 2.84 -3.80
H8 -0.94 -0.83 -4.50
H9 -1.54 -1.97 -3.33
H10 0.01 -1.04 -3.08
H11 -4.26 -0.70 -3.48
H12 -4.66 0.62 -2.41
H13 -4.03 -0.86 -1.74
H14 -3.39 2.63 -1.81
H15 -4.12 4.46 -0.40
H16 -3.22 4.74 1.89
H17 -1.59 3.07 2.77
Cl1 -2.17 -1.72 0.64
C12 -1.91 -3.40 0.13
Cl2 -0.40 -3.50 -0.79
H18 -2.74 -3.71 -0.51
H19 -1.83 -4.03 1.02

## Properties
* total energy: -2105.98904 a.u.
* highest occupied orbital energy (spin up / spin down): -15.43 / -15.44 eV
* net charge: +2
* max |F|: 0.063 hartree/bohr
* M: 437.23 g/mol
* Kohn-Sham gap (spin up / spin down): 6.617 / 6.590 eV
* ΔE to the lowest compared entry with this formula, charge and spin: 23.1 kcal per mole

---

No. 2
C12H19Cl2N3OPt as an isolated structure, computed with the ωB97M-V functional and the def2-TZVPD basis.

Element x y z (Å)
Pt1 -0.25 -0.47 -0.32
Cl1 -1.62 1.23 -1.24
Cl2 1.22 -1.96 0.70
C1 -1.46 -2.01 -0.99
H1 -1.39 -2.83 -0.28
H2 -2.44 -1.70 -1.35
C2 1.48 0.25 -0.95
C3 -0.31 -1.75 -1.92
H3 2.07 0.82 -0.21
C4 -0.68 -1.26 -3.31
H4 0.51 -2.47 -1.88
C5 0.50 -0.73 -4.12
H5 -1.15 -2.09 -3.87
H6 -1.43 -0.48 -3.18
C6 1.18 0.48 -3.46
H7 1.24 -1.53 -4.28
H8 0.14 -0.43 -5.11
C7 2.08 0.06 -2.26
H9 1.82 0.98 -4.21
H10 0.42 1.21 -3.13
H11 2.36 -1.00 -2.29
H12 3.01 0.67 -2.28
C8 -1.22 -0.56 5.01
N1 -0.76 0.24 3.87
C9 -0.29 1.49 4.10
C10 0.15 2.26 3.07
C11 0.08 1.74 1.76
N2 -0.37 0.50 1.56
C12 -0.92 -0.28 2.58
O1 -1.49 -1.34 2.37
N3 0.50 2.45 0.68
H13 -1.44 -1.57 4.67
H14 -2.12 -0.11 5.45
H15 -0.44 -0.58 5.77
H16 -0.29 1.80 5.14
H17 0.53 3.27 3.22
H18 0.84 3.39 0.87
H19 -0.04 2.33 -0.19

## Properties
* multiplicity: 5
* total energy: -1747.69383 a.u.
* highest occupied orbital energy (spin up / spin down): -6.28 / -9.18 eV
* expectation value of S²: 6.02
* net charge: 0
* max |F|: 0.067 hartree/bohr
* M: 487.29 g/mol
* Kohn-Sham gap (spin up / spin down): 6.264 / 6.193 eV
* ΔE to the lowest compared entry with this formula, charge and spin: 0.0 kcal per mole

---

No. 3
C12H19Cl2NO2PRh as an isolated structure, computed with the ωB97M-V functional and the def2-TZVPD basis.

Element x y z (Å)
C1 0.82 -3.73 -1.99
C2 0.57 -3.15 -0.71
H1 0.01 -4.37 -2.35
H2 1.62 -4.39 -1.52
H3 1.32 -3.21 -2.82
O1 -0.55 -2.80 -0.23
Cl1 1.96 -2.51 -0.04
Rh1 -0.61 0.88 -0.19
P1 -0.15 0.88 -2.35
C3 -1.61 1.42 -3.26
C4 1.24 2.05 -2.54
H4 1.50 -0.81 -3.04
H5 0.62 -0.12 -4.43
H6 -0.15 -1.36 -3.39
C5 0.51 -0.47 -3.38
H7 2.11 1.68 -1.98
H8 1.49 2.12 -3.60
H9 -1.35 1.61 -4.32
H10 -2.00 2.34 -2.80
H11 0.94 3.02 -2.14
H12 -2.39 0.65 -3.21
C6 -2.34 0.88 -0.18
O2 -3.43 1.24 0.03
Cl2 0.16 2.70 0.61
N1 -0.22 -0.70 1.56
C7 -0.12 -0.08 2.81
C8 1.14 0.15 3.34
C9 1.26 0.94 4.48
C10 0.11 1.47 5.08
C11 -1.14 1.22 4.52
C12 -1.27 0.42 3.39
H13 0.68 -1.19 1.37
H14 -0.94 -1.45 1.53
H15 2.02 -0.29 2.86
H16 2.24 1.10 4.93
H17 0.20 2.07 6.03
H18 -2.03 1.62 4.99
H19 -2.23 0.20 2.93

## Properties
* multiplicity: 5
* total energy: -2045.47306 a.u.
* highest occupied orbital energy (spin up / spin down): -14.52 / -16.91 eV
* expectation value of S²: 6.03
* net charge: +2
* max |F|: 0.182 hartree/bohr
* M: 414.07 g/mol
* Kohn-Sham gap (spin up / spin down): 8.073 / 6.050 eV

---

No. 4
C12H19ClIMnNO2P as an isolated structure, computed with the ωB97M-V functional and the def2-TZVPD basis.

Element x y z (Å)
C1 0.17 1.32 -1.75
C2 -1.25 1.50 -1.20
H1 0.30 1.90 -2.69
H2 0.33 0.25 -1.99
H3 0.90 1.67 -0.99
O1 -1.92 2.48 -1.27
I1 -3.35 1.12 1.76
Mn1 1.68 -1.72 1.31
P1 -1.78 -0.95 -1.38
C3 -3.47 -0.27 -1.35
C4 -1.65 -1.08 -3.22
H4 -1.41 -3.37 -1.50
H5 -3.16 -2.90 -1.44
H6 -2.16 -2.87 0.06
C5 -2.16 -2.71 -1.02
H7 -0.73 -1.59 -3.52
H8 -2.51 -1.68 -3.53
H9 -3.97 -0.60 -2.27
H10 -3.43 0.83 -1.34
H11 -1.71 -0.10 -3.69
H12 -3.97 -0.63 -0.45
C6 -1.23 1.11 1.34
O2 -0.42 1.95 1.15
Cl1 2.08 -2.48 -0.73
C7 5.30 2.52 3.14
C8 4.24 1.84 2.33
C9 2.90 1.98 2.71
C10 1.98 1.03 2.36
N1 2.33 0.11 1.43
C11 3.55 0.11 0.84
C12 4.51 0.96 1.29
H13 5.04 3.58 3.25
H14 5.38 2.09 4.14
H15 6.26 2.43 2.64
H16 2.55 2.74 3.40
H17 0.96 0.95 2.76
H18 3.63 -0.57 -0.01
H19 5.49 0.89 0.85

## Properties
* multiplicity: 5
* total energy: -2923.36544 a.u.
* highest occupied orbital energy (spin up / spin down): -14.77 / -15.78 eV
* expectation value of S²: 6.43
* net charge: +2
* max |F|: 0.106 hartree/bohr
* M: 457.56 g/mol
* Kohn-Sham gap (spin up / spin down): 6.233 / 7.195 eV

---

Question: Among the records above, which one has the lowest net charge?
Answer: C12H19Cl2N3OPt

---

Question: Which of these has the highest total energy?
Answer: C12H19Cl2N3OPt

---

Copy entry 1 word for word.
C12H19Cl2FMoN2O2Si as an isolated structure, computed with the ωB97M-V functional and the def2-TZVPD basis.

Element x y z (Å)
Mo1 -0.04 -0.42 -1.30
N1 1.35 -0.37 0.62
C1 2.75 -0.65 0.22
C2 2.73 -1.35 -1.16
O1 3.66 -1.84 -1.70
O2 1.49 -1.27 -1.62
H1 1.34 0.46 1.21
H2 1.03 -1.14 1.22
H3 3.29 -1.28 0.93
H4 3.30 0.29 0.10
C3 -1.74 1.95 -3.97
Si1 -2.17 0.51 -2.81
C4 -1.06 -0.99 -3.43
C5 -3.93 -0.17 -2.58
N2 -1.43 0.79 -1.12
C6 -2.01 1.80 -0.38
C7 -2.97 2.72 -0.82
C8 -3.39 3.76 -0.02
C9 -2.89 3.91 1.27
C10 -1.98 2.99 1.77
C11 -1.57 1.98 0.94
F1 -0.69 1.03 1.39
H5 -1.91 1.66 -5.00
H6 -0.69 2.24 -3.88
H7 -2.34 2.84 -3.80
H8 -0.94 -0.83 -4.50
H9 -1.54 -1.97 -3.33
H10 0.01 -1.04 -3.08
H11 -4.26 -0.70 -3.48
H12 -4.66 0.62 -2.41
H13 -4.03 -0.86 -1.74
H14 -3.39 2.63 -1.81
H15 -4.12 4.46 -0.40
H16 -3.22 4.74 1.89
H17 -1.59 3.07 2.77
Cl1 -2.17 -1.72 0.64
C12 -1.91 -3.40 0.13
Cl2 -0.40 -3.50 -0.79
H18 -2.74 -3.71 -0.51
H19 -1.83 -4.03 1.02

## Properties
* total energy: -2105.98904 a.u.
* highest occupied orbital energy (spin up / spin down): -15.43 / -15.44 eV
* net charge: +2
* max |F|: 0.063 hartree/bohr
* M: 437.23 g/mol
* Kohn-Sham gap (spin up / spin down): 6.617 / 6.590 eV
* ΔE to the lowest compared entry with this formula, charge and spin: 23.1 kcal per mole

---

Question: What is the formula in the third record?
Answer: C12H19Cl2NO2PRh